Entry 1:
Density functional theory data (the ωB97M-V functional and the def2-TZVPD basis) for a 2-piece molecular cluster, C3H6N2O overall.

SMILES ... N=C=N.CC=O
LUMO ... 0.86 eV
Total charge ... 0

```
12
Properties=species:S:1:pos:R:3:nbo_charge:R:1
C 1.1783 -0.3510 0.6362 -0.729
C -1.0588 1.2227 -0.7147 0.665
N -0.4258 2.1296 -1.2321 -0.717
N -1.7757 0.4492 -0.0876 -0.740
C 0.0426 -1.3404 0.4930 0.453
O -0.1566 -2.0009 -0.5005 -0.554
H 1.3857 0.1796 -0.2979 0.218
H 2.0709 -0.9358 0.8770 0.246
H 1.0027 0.3661 1.4440 0.228
H 0.5632 2.0361 -1.4183 0.400
H -2.2500 -0.2840 -0.6019 0.413
H -0.5765 -1.4713 1.4025 0.118
```

Entry 2:
Density functional theory data (the ωB97M-V functional and the def2-TZVPD basis) for a 2-piece molecular cluster, C3H6N2O overall at a distorted geometry.

LUMO ... 0.51 eV
Total charge ... 0

```
12
Properties=species:S:1:pos:R:3:nbo_charge:R:1
N 0.8679 0.5480 0.9359 -0.638
C -0.1192 -0.2474 0.9608 0.183
C -0.9501 -0.5819 -0.2588 -0.146
O -2.2757 -0.1908 0.0568 -0.699
C 2.1626 -0.1333 -2.1059 0.219
N 1.8712 0.6919 -1.3264 -0.758
H 1.3004 0.7247 1.8282 0.369
H 1.5020 0.8744 -0.3825 0.414
H -0.4868 -0.6791 1.8970 0.174
H -0.5691 -0.1102 -1.1764 0.206
H -0.9739 -1.6686 -0.4216 0.205
H -2.3292 0.7722 -0.0072 0.472
```

Entry 3:
Density functional theory data (the ωB97M-V functional and the def2-TZVPD basis) for a 2-piece molecular cluster, C3H6N2O overall at a distorted geometry.

LUMO (spin up / spin down) ... -0.99 / -2.08 eV
Total charge ... 0

```
12
Properties=species:S:1:pos:R:3:nbo_charge:R:1
C -2.8756 0.0770 0.5138 0.153
C 0.7881 -1.3268 0.0097 -0.472
C 0.8110 1.2832 -0.2850 -0.464
N -3.7264 0.0970 1.2699 -0.544
N 0.1989 -0.0376 -0.3524 0.141
O -0.9302 -0.0289 -0.8617 -0.236
H 0.6554 -1.4491 1.1556 0.238
H 0.1269 -2.0795 -0.4759 0.255
H 1.8967 -1.3857 -0.3120 0.233
H 0.3057 1.9689 0.4991 0.251
H 1.8201 1.2719 0.1133 0.214
H 0.9294 1.6096 -1.2744 0.231
```

Entry 4:
Density functional theory data (the ωB97M-V functional and the def2-TZVPD basis) for C3H6N2O as an isolated structure at a distorted geometry.

LUMO ... 0.64 eV
Total charge ... 0

```
12
Properties=species:S:1:pos:R:3:nbo_charge:R:1
C 0.3188 -0.8743 0.2807 -0.221
C -0.4855 0.0580 1.3189 -0.495
C -0.4654 1.1426 0.3386 0.656
H -0.1281 -0.3383 -2.3426 0.363
H 1.5635 -0.0163 -1.7152 0.342
H -0.1928 -1.8562 0.1396 0.196
H 1.4451 -0.9225 0.3182 0.186
H -0.2048 0.4259 2.4165 0.232
H -1.4565 -0.4488 1.3810 0.233
N 0.4965 0.3463 -1.8586 -0.636
N -0.1141 0.1965 -0.5741 -0.304
O -0.7767 2.2872 0.2971 -0.552
```